A cluster of 20 separate species, C68H167N12O30 in total at a distorted geometry, computed with ωB97M-V/def2-TZVPD.

Net charge: +3
Spin multiplicity: 1
DFT total energy: -5604.55402 Ha
Gap between HOMO and LUMO: 6.76 eV
Highest occupied orbital energy: -11.71 eV

Each atom is followed by the atoms it is bonded to, with distances in Å.
Cartesian coordinates (Å):
1 O 1.259 4.194 -3.832  C62 1.431, C88 1.386
2 O -3.742 3.883 3.710  C100 1.219
3 O -5.117 3.084 2.176  C100 1.343, H193 0.958
4 O -0.130 -3.536 -4.521  C79 1.386, C106 1.421
5 O -4.589 -2.754 3.667  C54 1.240
6 O 3.668 -4.181 2.391  C96 1.256
7 O -3.797 -0.715 3.583  C54 1.287
8 O -2.257 -5.875 -0.519  C51 1.268
9 O 7.741 -2.179 -1.119  C83 1.408, C92 1.423
10 O -2.412 5.657 -2.477  C56 1.213
11 O 0.334 -2.451 5.252  C67 1.425, C72 1.423
12 O -9.238 1.125 -1.459  C47 1.398, C107 1.397
13 O 1.702 -2.297 -1.872  C59 1.252
14 O -1.739 2.303 -5.322  C66 1.480, C70 1.461
15 O 0.604 0.936 5.833  C48 1.399, C71 1.390
16 O -5.278 -2.187 -0.181  C60 1.400, C80 1.441
17 O 5.503 3.232 -0.093  C84 1.231
18 O -3.666 6.133 -0.706  C56 1.300, H213 1.055
19 O 1.091 6.795 2.006  C73 1.385, C97 1.408
20 O -0.571 -0.673 -6.640  C87 1.261
21 O 5.973 -3.785 2.153  C96 1.320, H228 1.111
22 O 1.316 0.359 -2.852  C90 1.225
23 O -0.863 1.626 0.991  C99 1.245
24 O 4.340 5.082 0.119  C84 1.286, H172 1.050
25 O -1.243 -4.601 0.996  C51 1.250
26 O 1.605 -0.444 -6.541  C87 1.268
27 O -0.534 -0.880 1.996  C95 1.211
28 O 4.376 0.007 5.990  C68 1.455, C69 1.442
29 O 6.424 8.502 0.351  C78 1.384, C109 1.454
30 O 0.456 -7.494 1.614  C81 1.422, C86 1.412
31 N -7.743 2.275 0.931  C74 1.530, H112 1.008, H254 1.027
32 N 1.079 2.004 -5.087  C98 1.529, H209 1.042, H234 1.037, H260 1.101
33 N -1.894 5.164 0.922  C49 1.444, H180 1.057, H218 1.008
34 N 2.398 -2.230 -4.431  C105 1.474, H233 1.047, H262 1.107, H272 1.047
35 N 6.404 6.219 -1.246  C63 1.443, H249 1.018, H250 1.045
36 N -2.060 1.325 3.671  C108 1.506, H131 1.022, H136 0.991, H220 1.012
37 N 6.878 0.607 0.107  C102 1.493, H124 1.000, H170 1.138, H246 0.999
38 N -2.977 0.121 -5.957  C61 1.494, H141 1.034, H178 0.988, H265 1.083
39 N -4.630 -4.955 -1.190  C44 1.557, H158 1.040, H267 1.050, H277 1.035
40 N -1.839 -3.140 3.360  C101 1.471, H118 0.969, H122 1.036, H199 1.061
41 N 5.707 -2.166 4.302  C93 1.469, H121 1.018, H181 1.013
42 N -2.087 -7.847 1.346  C46 1.562, H128 1.004, H153 1.031, H176 1.051
43 C 3.554 -4.367 -4.278  C105 1.520, H127 1.112, H237 1.055, H244 1.092
44 C -5.521 -4.545 0.019  N39 1.557, C60 1.500, C85 1.556, H125 1.118
45 C -7.706 0.053 1.915  C74 1.569, H184 1.120, H248 1.115, H276 1.084
46 C -1.215 -9.080 0.945  N42 1.562, C86 1.521, C91 1.482, H239 1.111
47 C -10.159 0.565 -2.350  O12 1.398, H147 1.113, H217 1.122, H225 1.136
48 C -0.735 0.564 5.678  O15 1.399, C108 1.583, H138 1.083, H194 1.086
49 C -0.923 5.579 1.907  N33 1.444, C58 1.529, C73 1.529, H197 1.148
50 C 0.810 -1.581 0.187  C59 1.395, C95 1.450, H223 1.082
51 C -1.433 -4.972 -0.183  O8 1.268, O25 1.250, C104 1.504
52 C 4.833 -0.164 3.224  C93 1.510, H116 1.063, H198 1.089, H259 1.116
53 C -2.459 -1.124 -3.893  C61 1.512, H142 1.106, H177 1.034, H273 1.115
54 C -4.586 -1.591 4.098  O5 1.240, O7 1.287, C89 1.488
55 C 4.659 7.223 -2.607  C63 1.498, H155 1.067, H229 1.085, H269 1.124
56 C -3.463 6.009 -1.984  O10 1.213, O18 1.300, C75 1.488
57 C 3.962 3.364 1.681  C84 1.468, H132 1.085, H133 1.116, H275 1.098
58 C -0.265 4.480 2.742  C49 1.529, H160 1.107, H168 1.081, H266 1.100
59 C 1.139 -1.434 -1.161  O13 1.252, C50 1.395, C90 1.612
60 C -4.942 -3.293 0.608  O16 1.400, C44 1.500, H201 1.117, H208 1.079
61 C -2.754 0.236 -4.485  N38 1.494, C53 1.512, C70 1.488, H119 1.074
62 C 1.256 5.493 -3.231  O1 1.431, H196 1.077, H224 1.099, H240 1.100
63 C 5.798 7.460 -1.663  N35 1.443, C55 1.498, C78 1.551, H161 1.096
64 C -6.137 4.141 4.041  C100 1.495, H171 1.098, H182 1.093, H187 1.093
65 C -2.971 1.832 5.777  C108 1.524, H143 1.090, H192 1.116, H212 1.107
66 C -2.678 3.421 -5.078  O14 1.480, H130 1.071, H144 1.082, H162 1.081
67 C 1.748 -2.277 5.273  O11 1.425, H179 1.095, H241 1.115, H242 1.069
68 C 4.224 0.436 7.372  O28 1.455, H227 1.098, H245 1.085, H253 1.077
69 C 5.755 -0.038 5.574  O28 1.442, C93 1.533, H163 1.102, H210 1.088
70 C -1.733 1.296 -4.265  O14 1.461, C61 1.488, H113 1.118, H214 1.065
71 C 1.281 1.058 4.625  O15 1.390, H135 1.085, H226 1.088, H263 1.106
72 C -0.115 -3.775 4.987  O11 1.423, C101 1.486, H148 1.141, H195 1.088
73 C 0.033 6.509 1.160  O19 1.385, C49 1.529, H238 1.112, H257 1.105
74 C -7.907 0.802 0.551  N31 1.530, C45 1.569, C107 1.512, H188 1.085
75 C -4.655 6.382 -2.794  C56 1.488, H151 1.085, H175 1.084, H261 1.072
76 C 0.028 0.893 -0.984  C90 1.427, C99 1.386, H191 1.093
77 C 4.709 -0.023 -1.045  C102 1.613, H123 1.096, H137 1.127, H206 1.074
78 C 5.320 8.315 -0.461  O29 1.384, C63 1.551, H154 1.097, H207 1.072
79 C 1.020 -4.271 -4.281  O4 1.386, C105 1.586, H146 1.073, H270 1.076
80 C -4.323 -1.150 0.116  O16 1.441, H173 1.069, H186 1.080, H251 1.079
81 C 1.558 -6.656 1.292  O30 1.422, H117 1.084, H204 1.093, H252 1.081
82 C 1.800 3.024 -7.216  C98 1.519, H164 1.104, H211 1.100, H247 1.075
83 C 6.796 -1.264 -1.621  O9 1.408, C102 1.513, H140 1.106, H202 1.128
84 C 4.668 3.904 0.514  O17 1.231, O24 1.286, C57 1.468
85 C -5.437 -5.785 0.956  C44 1.556, H129 1.101, H159 1.089, H216 1.077
86 C 0.121 -8.432 0.612  O30 1.412, C46 1.521, H115 1.128, H189 1.070
87 C 0.549 -0.634 -7.217  O20 1.261, O26 1.268, C94 1.519
88 C 1.743 4.387 -5.117  O1 1.386, C98 1.507, H215 1.117, H264 1.121
89 C -5.696 -1.133 4.977  C54 1.488, H120 1.105, H156 1.095, H200 1.095
90 C 0.848 0.030 -1.769  O22 1.225, C59 1.612, C76 1.427
91 C -1.825 -9.708 -0.250  C46 1.482, H111 1.071, H268 1.051, H274 1.126
92 C 8.097 -3.324 -1.886  O9 1.423, H139 1.112, H174 1.085, H256 1.106
93 C 5.848 -0.708 4.199  N41 1.469, C52 1.510, C69 1.533, H169 1.085
94 C 0.667 -0.937 -8.700  C87 1.519, H114 1.123, H149 1.108, H232 1.073
95 C 0.112 -0.611 1.007  O27 1.211, C50 1.450, C99 1.539
96 C 4.832 -4.427 1.990  O6 1.256, O21 1.320, C110 1.589
97 C 2.086 7.415 1.226  O19 1.408, H157 1.075, H167 1.089, H271 1.077
98 C 2.022 3.031 -5.714  N32 1.529, C82 1.519, C88 1.507, H126 1.087
99 C -0.277 0.728 0.358  O23 1.245, C76 1.386, C95 1.539
100 C -4.888 3.772 3.307  O2 1.219, O3 1.343, C64 1.495
101 C -1.564 -3.784 4.654  N40 1.471, C72 1.486, C103 1.538, H203 1.084
102 C 6.125 -0.544 -0.473  N37 1.493, C77 1.613, C83 1.513, H150 1.108
103 C -2.073 -5.229 4.521  C101 1.538, H165 1.105, H185 1.098, H243 1.083
104 C -0.468 -4.444 -1.209  C51 1.504, H183 1.087, H222 1.087, H230 1.092
105 C 2.353 -3.639 -4.861  N34 1.474, C43 1.520, C79 1.586, H236 1.093
106 C -0.649 -3.639 -5.840  O4 1.421, H134 1.070, H166 1.083, H255 1.125
107 C -9.099 0.387 -0.281  O12 1.397, C74 1.512, H219 1.037, H221 1.102
108 C -1.631 1.715 5.061  N36 1.506, C48 1.583, C65 1.524, H231 1.096
109 C 6.164 9.250 1.571  O29 1.454, H190 1.097, H235 1.086, H258 1.104
110 C 5.026 -5.667 1.015  C96 1.589, H145 1.105, H152 1.121, H205 1.109
111 H -2.860 -9.969 -0.159  C91 1.071
112 H -8.469 2.494 1.595  N31 1.008
113 H -1.844 1.784 -3.265  C70 1.118
114 H 1.631 -1.438 -8.985  C94 1.123
115 H 0.952 -9.194 0.576  C86 1.128
116 H 4.554 -0.837 2.449  C52 1.063
117 H 2.374 -7.289 0.964  C81 1.084
118 H -1.375 -2.349 3.046  N40 0.969
119 H -3.724 0.477 -4.091  C61 1.074
120 H -5.438 -1.066 6.049  C89 1.105
121 H 6.367 -2.524 4.990  N41 1.018
122 H -1.666 -3.777 2.561  N40 1.036
123 H 4.179 -0.729 -1.693  C77 1.096
124 H 7.782 0.818 -0.265  N37 1.000
125 H -6.536 -4.505 -0.448  C44 1.118
126 H 3.038 2.671 -5.574  C98 1.087
127 H 3.281 -4.531 -3.212  C43 1.112
128 H -2.318 -7.149 0.663  N42 1.004
129 H -5.789 -6.638 0.358  C85 1.101
130 H -3.712 3.164 -5.189  C66 1.071
131 H -2.730 0.561 3.783  N36 1.022
132 H 2.979 3.821 1.713  C57 1.085
133 H 4.400 3.590 2.683  C57 1.116
134 H 0.017 -4.118 -6.526  C106 1.070
135 H 2.359 0.941 4.686  C71 1.085
136 H -2.553 2.035 3.186  N36 0.991
137 H 3.952 0.111 -0.220  C77 1.127
138 H -0.802 -0.355 5.108  C48 1.083
139 H 9.011 -3.116 -2.484  C92 1.112
140 H 6.037 -1.780 -2.237  C83 1.106
141 H -3.548 -0.724 -6.125  N38 1.034
142 H -3.305 -1.778 -4.176  C53 1.106
143 H -3.366 0.823 5.653  C65 1.090
144 H -2.498 3.794 -4.078  C66 1.082
145 H 4.637 -6.563 1.533  C110 1.105
146 H 1.209 -4.255 -3.225  C79 1.073
147 H -9.984 1.029 -3.346  C47 1.113
148 H 0.051 -4.407 5.922  C72 1.141
149 H -0.229 -1.529 -8.971  C94 1.108
150 H 6.025 -1.261 0.366  C102 1.108
151 H -5.048 7.349 -2.498  C75 1.085
152 H 4.481 -5.399 0.073  C110 1.121
153 H -1.523 -7.352 2.053  N42 1.031
154 H 5.043 9.268 -0.927  C78 1.097
155 H 4.864 6.913 -3.607  C55 1.067
156 H -6.012 -0.120 4.706  C89 1.095
157 H 2.797 7.915 1.861  C97 1.075
158 H -3.720 -5.303 -0.826  N39 1.040
159 H -6.154 -5.737 1.774  C85 1.089
160 H -1.108 3.883 3.140  C58 1.107
161 H 6.514 8.163 -2.104  C63 1.096
162 H -2.464 4.240 -5.750  C66 1.081
163 H 6.323 -0.621 6.316  C69 1.102
164 H 2.495 3.788 -7.606  C82 1.104
165 H -1.562 -5.732 3.679  C103 1.105
166 H -0.723 -2.704 -6.381  C106 1.083
167 H 2.560 6.645 0.620  C97 1.089
168 H 0.261 5.024 3.513  C58 1.081
169 H 6.851 -0.541 3.819  C93 1.085
170 H 6.255 1.527 -0.138  N37 1.138
171 H -6.096 5.210 4.288  C64 1.098
172 H 5.013 5.363 -0.636  O24 1.050
173 H -4.487 -0.358 -0.583  C80 1.069
174 H 7.330 -3.693 -2.560  C92 1.085
175 H -4.320 6.410 -3.824  C75 1.084
176 H -2.924 -8.201 1.875  N42 1.051
177 H -1.545 -1.461 -4.240  C53 1.034
178 H -3.569 0.851 -6.261  N38 0.988
179 H 2.194 -2.412 4.282  C67 1.095
180 H -2.613 4.580 1.432  N33 1.057
181 H 4.806 -2.444 4.673  N41 1.013
182 H -6.997 4.006 3.382  C64 1.093
183 H 0.457 -4.207 -0.690  C104 1.087
184 H -6.609 -0.131 2.044  C45 1.120
185 H -2.052 -5.824 5.443  C103 1.098
186 H -4.515 -0.789 1.116  C80 1.080
187 H -6.252 3.565 4.962  C64 1.093
188 H -7.004 0.523 0.018  C74 1.085
189 H 0.173 -8.034 -0.379  C86 1.070
190 H 6.486 10.281 1.377  C109 1.097
191 H -0.284 1.854 -1.401  C76 1.093
192 H -2.921 2.109 6.857  C65 1.116
193 H -6.028 3.013 1.888  O3 0.958
194 H -1.082 0.234 6.653  C48 1.086
195 H 0.445 -4.225 4.170  C72 1.088
196 H 2.274 5.802 -3.065  C62 1.077
197 H -1.571 6.206 2.617  C49 1.148
198 H 3.976 0.155 3.816  C52 1.089
199 H -2.853 -2.830 3.331  N40 1.061
200 H -6.576 -1.774 4.858  C89 1.095
201 H -3.838 -3.442 0.681  C60 1.117
202 H 7.303 -0.459 -2.229  C83 1.128
203 H -2.171 -3.236 5.365  C101 1.084
204 H 1.925 -6.175 2.203  C81 1.093
205 H 6.065 -5.848 0.672  C110 1.109
206 H 4.682 0.932 -1.536  C77 1.074
207 H 4.445 7.927 0.020  C78 1.072
208 H -5.265 -3.135 1.625  C60 1.079
209 H 1.303 1.061 -5.469  N32 1.042
210 H 6.223 0.944 5.550  C69 1.088
211 H 2.091 2.082 -7.704  C82 1.100
212 H -3.677 2.478 5.222  C65 1.107
213 H -2.858 5.757 -0.141  O18 1.055
214 H -0.745 0.898 -4.256  C70 1.065
215 H 1.020 4.867 -5.820  C88 1.117
216 H -4.458 -6.022 1.339  C85 1.077
217 H -9.909 -0.501 -2.596  C47 1.122
218 H -1.457 4.455 0.355  N33 1.008
219 H -9.967 0.520 0.269  C107 1.037
220 H -1.311 1.025 3.061  N36 1.012
221 H -9.010 -0.692 -0.489  C107 1.102
222 H -0.278 -5.232 -1.932  C104 1.087
223 H 1.006 -2.564 0.593  C50 1.082
224 H 0.680 5.441 -2.297  C62 1.099
225 H -11.246 0.674 -2.038  C47 1.136
226 H 0.934 0.360 3.866  C71 1.088
227 H 3.558 1.304 7.479  C68 1.098
228 H 5.911 -3.038 2.973  O21 1.111
229 H 3.957 8.051 -2.592  C55 1.085
230 H -0.916 -3.638 -1.795  C104 1.092
231 H -1.085 2.662 4.971  C108 1.096
232 H 0.471 0.001 -9.184  C94 1.073
233 H 3.341 -1.789 -4.546  N34 1.047
234 H 1.221 1.871 -4.069  N32 1.037
235 H 5.107 9.235 1.819  C109 1.086
236 H 2.451 -3.735 -5.945  C105 1.093
237 H 3.782 -5.295 -4.725  C43 1.055
238 H 0.384 5.891 0.305  C73 1.112
239 H -1.160 -9.741 1.837  C46 1.111
240 H 0.677 6.200 -3.843  C62 1.100
241 H 2.290 -2.936 5.990  C67 1.115
242 H 2.007 -1.267 5.507  C67 1.069
243 H -3.106 -5.204 4.194  C103 1.083
244 H 4.423 -3.705 -4.292  C43 1.092
245 H 3.825 -0.355 7.997  C68 1.085
246 H 6.919 0.539 1.103  N37 0.999
247 H 0.808 3.294 -7.531  C82 1.075
248 H -8.141 -0.974 1.875  C45 1.115
249 H 7.101 6.503 -0.560  N35 1.018
250 H 6.808 5.753 -2.089  N35 1.045
251 H -3.305 -1.496 0.030  C80 1.079
252 H 1.284 -5.892 0.579  C81 1.081
253 H 5.175 0.753 7.767  C68 1.077
254 H -8.018 2.804 0.094  N31 1.027
255 H -1.677 -4.095 -5.844  C106 1.125
256 H 8.435 -4.103 -1.178  C92 1.106
257 H -0.473 7.392 0.728  C73 1.105
258 H 6.708 8.763 2.399  C109 1.104
259 H 5.108 0.768 2.676  C52 1.116
260 H 0.011 2.220 -5.247  N32 1.101
261 H -5.463 5.680 -2.754  C75 1.072
262 H 1.950 -2.151 -3.422  N34 1.107
263 H 1.132 2.044 4.145  C71 1.106
264 H 2.660 5.028 -5.163  C88 1.121
265 H -2.029 -0.005 -6.467  N38 1.083
266 H 0.325 3.770 2.144  C58 1.100
267 H -4.452 -4.081 -1.743  N39 1.050
268 H -1.869 -9.061 -1.077  C91 1.051
269 H 4.053 6.335 -2.280  C55 1.124
270 H 0.991 -5.271 -4.677  C79 1.076
271 H 1.735 8.178 0.552  C97 1.077
272 H 1.793 -1.624 -5.033  N34 1.047
273 H -2.462 -1.150 -2.778  C53 1.115
274 H -1.144 -10.570 -0.497  C91 1.126
275 H 3.799 2.279 1.717  C57 1.098
276 H -8.091 0.496 2.827  C45 1.084
277 H -5.083 -5.715 -1.728  N39 1.035

Löwdin population analysis, charges in e, atoms 1 to 6: number 1, O, carries -0.1670; number 2, O, carries 0.0397; number 3, O, carries 0.0985; number 4, O, carries -0.1686; number 5, O, carries -0.0566; number 6, O, carries -0.0048